Entry 1:
DFT (wB97M-V/def2-TZVPD) results for H20N2O16Zn as an isolated structure in a non-equilibrium geometry.

Each line ends with the Mulliken spin population.
Atoms and positions in Å:
1 Zn 2.42554 -0.15679 1.46245  1.89
2 N 1.87367 2.27598 3.66244  -0.01
3 O 2.30139 1.84498 4.71128  -0.01
4 O 1.98160 1.59583 2.68000  -0.50
5 O 1.32443 3.35839 3.67218  -0.03
6 N -0.41250 -0.12087 -0.06759  0.09
7 O -0.53553 0.71763 -1.00481  -0.03
8 O 0.59610 -0.03858 0.61074  -0.22
9 O -1.29315 -0.97805 0.19557  -0.05
10 O 3.29233 0.83970 -0.03826  -0.18
11 H 4.02309 0.63141 -0.62035  0.06
12 H 3.22040 1.79348 -0.07521  0.00
13 O -1.48337 0.49321 -4.04135  0.00
14 H -1.59506 0.34932 -3.10164  0.00
15 H -2.21731 0.02915 -4.44409  0.00
16 O 0.50909 -1.01222 -3.05042  0.01
17 H 0.23960 -0.40767 -2.35894  0.00
18 H 0.41573 -0.50878 -3.85916  0.00
19 O 0.76200 2.17703 -3.67656  0.00
20 H 0.16102 1.44023 -3.78690  0.00
21 H 0.20917 2.89275 -3.36294  0.00
22 O 1.64130 -1.34131 2.93224  -0.34
23 H 2.24499 -2.06464 3.10133  0.09
24 H 0.78452 -1.67727 3.19547  0.05
25 O 2.92003 -1.81472 0.40076  0.02
26 H 2.64166 -2.04268 -0.48624  0.08
27 H 3.74379 -2.28674 0.52253  0.05
28 O -3.92725 1.21673 1.26534  0.00
29 H -3.01769 1.07578 1.52816  0.00
30 H -4.30784 0.33890 1.23764  0.00
31 O -3.00601 2.98978 -0.71031  0.00
32 H -2.18545 2.51421 -0.83971  0.00
33 H -3.12583 3.48633 -1.51982  0.00
34 O -0.99795 -3.60016 -0.74189  0.01
35 H -1.00015 -4.05737 0.09905  0.00
36 H -1.31601 -2.72073 -0.53776  0.01
37 O -2.68459 -2.45667 2.35630  0.01
38 H -2.17011 -1.91425 1.75853  0.00
39 H -2.03564 -2.86131 2.93194  0.00

E = -3104.46503 Ha
2S+1 = 2
Charge = -1
<S²> = 0.751
Largest force on an atom = 6.0 eV/Å
E_HOMO (spin up / spin down) = -1.925 / -5.773 eV
LUMO level (spin up / spin down) = 2.09 / 2.06 eV
Gap between HOMO and LUMO (spin up / spin down) = 0.1475 / 0.2880 hartree



Entry 2:
DFT (wB97M-V/def2-TZVPD) results for H20O10 as an isolated structure in a non-equilibrium geometry.

Each line ends with the natural charge from an NBO analysis.
Atoms and positions in Å:
1 H 0.57569 -0.17354 -0.09114  0.42
2 H -0.72172 0.02194 0.51776  0.47
3 H -4.34108 -2.29050 2.38838  0.46
4 H -4.63022 -2.00735 0.85141  0.49
5 H 2.26555 4.61730 0.34405  0.47
6 H 1.49843 5.21058 -0.78217  0.46
7 H -1.72603 1.67241 0.26938  0.46
8 H -1.58845 1.03117 -1.14658  0.47
9 H 0.40030 -4.44079 -1.00389  0.47
10 H 1.12809 -4.09650 0.25661  0.47
11 H -5.98501 -0.45450 -0.69081  0.47
12 H -4.54831 -0.32330 -1.02632  0.47
13 H -0.96866 2.44830 2.51823  0.46
14 H -0.46356 2.09644 1.20356  0.48
15 H 3.09875 -3.54371 -1.69897  0.47
16 H 2.48682 -2.24870 -1.26267  0.48
17 H 3.37712 2.36306 -1.78596  0.46
18 H 3.25015 3.84976 -1.70691  0.48
19 H 2.77066 -1.99538 1.92980  0.47
20 H 4.07847 -1.91482 1.26153  0.46
21 O -0.06515 0.50829 -0.01438  -0.93
22 O -3.98863 -1.85895 1.62149  -0.96
23 O 1.65851 4.44362 -0.37011  -0.93
24 O -1.17721 1.65593 -0.50664  -0.90
25 O 0.16982 -4.21671 -0.11151  -0.94
26 O -5.10227 -0.47030 -0.28839  -0.93
27 O -0.71023 1.68376 1.98299  -0.94
28 O 2.23361 -3.07986 -1.57648  -0.95
29 O 3.80587 3.11631 -2.17647  -0.95
30 O 3.21869 -1.60399 1.09422  -0.94

E = -764.15546 Ha
2S+1 = 1
Relative energy (zero: lowest compared OMol25 entry of this formula, charge and spin) = 8.883 eV
Largest force on an atom = 13.6 eV/Å
E_HOMO = -7.364 eV
LUMO level = 0.29 eV
Gap between HOMO and LUMO = 0.2812 hartree



Entry 3:
DFT (wB97M-V/def2-TZVPD) results for a 10-piece molecular cluster, H20O10 overall in a non-equilibrium geometry.

Each line ends with the natural charge from an NBO analysis.
Atoms and positions in Å:
1 O -0.41502 -0.07508 -0.12273  -0.94
2 H 0.55691 -0.12797 -0.00695  0.47
3 H -0.61533 0.85545 -0.19694  0.46
4 O -0.04202 -2.52631 -2.75655  -0.93
5 H -0.03496 -2.16685 -3.69026  0.46
6 H -0.74357 -2.11378 -2.38296  0.47
7 O -3.96955 -2.33028 -1.14237  -0.92
8 H -3.67033 -1.72840 -1.92128  0.46
9 H -4.44330 -1.67088 -0.60515  0.46
10 O -1.09654 2.85050 -0.37300  -0.95
11 H -0.79291 3.67396 0.12399  0.48
12 H -1.90735 2.57228 0.07065  0.48
13 O 2.14246 -3.98567 -0.32824  -0.93
14 H 2.22204 -4.72136 -0.99246  0.47
15 H 1.26483 -4.03376 -0.10652  0.46
16 O 2.35203 3.58230 0.41907  -0.91
17 H 1.55816 4.01105 0.77076  0.45
18 H 2.28441 4.10648 -0.44588  0.47
19 O 1.74198 -2.26991 2.44474  -0.95
20 H 1.48285 -1.50428 3.08381  0.47
21 H 1.83983 -1.97311 1.55884  0.47
22 O -2.14669 -0.09409 -1.65204  -0.92
23 H -2.09579 0.65491 -0.97423  0.47
24 H -2.96959 0.03083 -2.17294  0.45
25 O 4.48916 0.14189 0.43354  -0.91
26 H 4.41384 0.25302 -0.47063  0.46
27 H 3.55909 0.31487 0.63943  0.45
28 O -1.88606 2.92721 3.33967  -0.95
29 H -2.14986 2.63644 4.20902  0.48
30 H -0.92872 2.71057 3.24761  0.47

E = -764.28574 Ha
2S+1 = 1
SMILES = O.O.O.O.O.O.O.O.O.O
Relative energy (zero: lowest compared OMol25 entry of this formula, charge and spin) = 5.338 eV
Largest force on an atom = 5.2 eV/Å
E_HOMO = -10.926 eV
LUMO level = -0.46 eV
Gap between HOMO and LUMO = 0.3845 hartree



Entry 4:
DFT (wB97M-V/def2-TZVPD) results for a 10-piece molecular cluster, H20O10 overall in a non-equilibrium geometry.

Each line ends with the natural charge from an NBO analysis.
Atoms and positions in Å:
1 O -0.31245 1.13456 0.48651  -0.97
2 H -1.15984 0.76430 0.21480  0.48
3 H 0.23860 0.36155 0.65322  0.48
4 O -3.39975 0.19367 -3.17083  -0.94
5 H -4.01192 0.63282 -3.77199  0.47
6 H -3.71502 -0.71658 -3.13874  0.47
7 O 3.92621 1.90422 -1.40607  -0.94
8 H 4.15416 2.83757 -1.48279  0.47
9 H 3.01339 1.85981 -1.71231  0.47
10 O -2.89450 -0.14190 3.92549  -0.93
11 H -2.84345 0.79234 3.69403  0.49
12 H -3.53870 -0.17117 4.64183  0.46
13 O 4.02090 -1.95180 2.48610  -0.93
14 H 3.11199 -2.24116 2.62444  0.46
15 H 4.13813 -1.99580 1.53042  0.47
16 O -3.51859 -1.09987 2.26193  -0.94
17 H -3.36489 -1.55941 3.09510  0.48
18 H -3.36751 -1.77471 1.59055  0.44
19 O 1.39947 -1.54728 0.60458  -0.94
20 H 2.16742 -1.23011 0.11606  0.49
21 H 1.63412 -1.40496 1.52852  0.45
22 O -0.39193 -0.44950 -1.54426  -0.97
23 H -1.02086 0.14290 -1.97146  0.48
24 H 0.40123 0.08770 -1.43792  0.49
25 O 0.14151 3.73356 -1.73298  -0.93
26 H 1.07684 3.89842 -1.56879  0.46
27 H -0.31166 4.31747 -1.11437  0.47
28 O 1.55333 -1.75351 -1.69184  -0.96
29 H 0.71097 -2.21999 -1.64929  0.50
30 H 2.16281 -2.40314 -2.05994  0.46

E = -764.28748 Ha
2S+1 = 1
SMILES = O.O.O.O.O.O.O.O.O.O
Relative energy (zero: lowest compared OMol25 entry of this formula, charge and spin) = 5.291 eV
Largest force on an atom = 4.7 eV/Å
E_HOMO = -9.928 eV
LUMO level = 0.37 eV
Gap between HOMO and LUMO = 0.3786 hartree



Entry 5:
DFT (wB97M-V/def2-TZVPD) results for a 10-piece molecular cluster, H20O10 overall in a non-equilibrium geometry.

Each line ends with the natural charge from an NBO analysis.
Atoms and positions in Å:
1 O 0.10638 0.35779 1.50552  -0.93
2 H 0.96839 0.62327 1.16574  0.48
3 H -0.48540 0.46366 0.75215  0.44
4 O 0.89673 1.57829 -0.69251  -0.95
5 H 0.94083 2.50614 -0.94968  0.48
6 H -0.04433 1.41542 -0.56263  0.48
7 O -2.34652 1.27778 -3.53038  -0.95
8 H -1.40804 1.05812 -3.52942  0.47
9 H -2.78551 0.43068 -3.66708  0.48
10 O 1.89159 2.43235 3.75246  -0.94
11 H 1.04905 1.98047 3.87458  0.48
12 H 2.48615 1.99067 4.36923  0.47
13 O 2.34218 -3.45135 0.32391  -0.94
14 H 2.16077 -2.68764 0.88322  0.47
15 H 2.29912 -3.10078 -0.57288  0.47
16 O -1.39635 -4.21636 1.65481  -0.94
17 H -1.09727 -4.72654 0.89372  0.47
18 H -1.09519 -3.31980 1.46914  0.47
19 O -0.29273 2.15501 -2.12546  -0.96
20 H 0.59150 2.23466 -2.50069  0.48
21 H -0.82150 2.77772 -2.63695  0.48
22 O -0.45375 -1.62598 -0.97656  -0.94
23 H -1.22141 -1.29036 -0.50005  0.47
24 H -0.15444 -0.87326 -1.49887  0.47
25 O 3.90043 0.12441 -0.07988  -0.93
26 H 3.80542 0.95130 -0.56590  0.47
27 H 3.13419 0.10651 0.50454  0.47
28 O -3.96334 0.13569 1.16289  -0.94
29 H -4.19740 1.01073 0.83349  0.47
30 H -4.80956 -0.31862 1.24354  0.47

E = -764.27993 Ha
2S+1 = 1
SMILES = O.O.O.O.O.O.O.O.O.O
Relative energy (zero: lowest compared OMol25 entry of this formula, charge and spin) = 5.496 eV
Largest force on an atom = 6.2 eV/Å
E_HOMO = -10.964 eV
LUMO level = -0.36 eV
Gap between HOMO and LUMO = 0.3898 hartree



Entry 6:
DFT (wB97M-V/def2-TZVPD) results for a 10-piece molecular cluster, H20O10 overall in a non-equilibrium geometry.

Each line ends with the natural charge from an NBO analysis.
Atoms and positions in Å:
1 O -0.36100 1.34652 0.14357  -0.94
2 H -0.63659 1.31546 -0.77951  0.47
3 H -0.63389 0.49303 0.49862  0.47
4 O 3.62769 -1.24226 1.25246  -0.92
5 H 2.91660 -1.66176 1.74981  0.46
6 H 3.89133 -1.91124 0.61064  0.46
7 O 3.81819 1.08400 2.52293  -0.93
8 H 4.63592 1.40697 2.91789  0.47
9 H 3.24711 1.86005 2.49843  0.46
10 O 0.82945 0.97763 3.91102  -0.94
11 H 0.29821 0.38412 3.36831  0.46
12 H 1.70635 0.93753 3.51298  0.48
13 O -5.32643 -0.75640 -2.18718  -0.94
14 H -4.48442 -0.80888 -1.72108  0.48
15 H -5.74269 -1.60872 -2.01612  0.47
16 O -3.22675 0.88323 2.35269  -0.93
17 H -3.33398 0.05392 2.83200  0.46
18 H -4.09417 1.04344 1.96424  0.47
19 O 4.16344 1.55184 -0.02700  -0.93
20 H 4.26864 2.29655 -0.62977  0.46
21 H 3.20858 1.45454 0.06112  0.48
22 O 1.88331 -0.85084 -3.02898  -0.94
23 H 2.75988 -0.77079 -3.42167  0.47
24 H 1.34463 -1.22925 -3.73299  0.47
25 O -1.96555 0.92814 -4.07418  -0.94
26 H -2.81381 0.59236 -4.38515  0.47
27 H -2.05285 1.88555 -4.14299  0.47
28 O -2.81303 -2.86182 -0.02412  -0.94
29 H -2.09145 -3.16201 0.53996  0.47
30 H -3.02271 -3.63090 -0.56591  0.47

E = -764.33626 Ha
2S+1 = 1
SMILES = O.O.O.O.O.O.O.O.O.O
Relative energy (zero: lowest compared OMol25 entry of this formula, charge and spin) = 3.964 eV
Largest force on an atom = 1.0 eV/Å
E_HOMO = -10.267 eV
LUMO level = 0.02 eV
Gap between HOMO and LUMO = 0.3781 hartree



Entry 7:
DFT (wB97M-V/def2-TZVPD) results for a 10-piece molecular cluster, H20O10 overall in a non-equilibrium geometry.

Each line ends with the natural charge from an NBO analysis.
Atoms and positions in Å:
1 O 0.07889 2.66426 0.23205  -1.00
2 H 0.79194 2.32436 0.80357  0.51
3 H 0.06652 3.63158 0.43715  0.48
4 O 1.59327 -1.74510 -0.43085  -1.00
5 H 0.63850 -1.90908 -0.29845  0.50
6 H 1.88181 -2.48638 -0.87447  0.48
7 O -0.42024 0.36167 -2.83066  -1.02
8 H 0.19640 0.32554 -2.13277  0.51
9 H -0.17644 0.53285 -3.73065  0.49
10 O 2.07040 1.83942 1.81514  -0.99
11 H 1.68038 1.01335 2.14619  0.51
12 H 2.97555 1.62789 1.57181  0.49
13 O 1.58902 -0.86270 2.09768  -1.01
14 H 0.63943 -0.92742 2.02488  0.48
15 H 1.79602 -1.23239 1.20382  0.49
16 O -0.85757 -2.36131 -0.03139  -1.00
17 H -1.16495 -1.84043 0.72711  0.49
18 H -1.44179 -2.11038 -0.78827  0.49
19 O 1.89596 0.61816 -1.47666  -0.96
20 H 1.60396 1.48282 -1.13177  0.48
21 H 1.89626 0.10934 -0.65057  0.49
22 O -1.13282 -0.79552 2.04934  -0.99
23 H -1.67052 -0.82243 2.85753  0.50
24 H -1.43485 -0.07206 1.51070  0.51
25 O -2.16389 1.44514 0.88332  -0.97
26 H -1.66367 2.17105 0.50782  0.51
27 H -2.25418 0.82423 0.04017  0.47
28 O -2.38899 -1.21333 -1.83477  -0.92
29 H -2.61925 -1.94929 -2.38324  0.48
30 H -2.00514 -0.64385 -2.31378  0.48

E = -764.38787 Ha
2S+1 = 1
SMILES = O.O.O.O.O.O.O.O.O.O
Relative energy (zero: lowest compared OMol25 entry of this formula, charge and spin) = 2.559 eV
Largest force on an atom = 10.6 eV/Å
E_HOMO = -10.904 eV
LUMO level = 0.38 eV
Gap between HOMO and LUMO = 0.4148 hartree